1.
This record from the Open Molecules 2025 dataset describes a 2-piece molecular cluster, C9H15N6 overall at a distorted geometry. The level of theory is ωB97M-V/def2-TZVPD.

```
30
Properties=species:S:1:pos:R:3:nbo_charge:R:1
C 2.583 2.115 -0.349 -0.074
C 3.278 1.433 0.621 -0.082
C 1.663 0.168 -0.080 0.540
C 0.028 -1.405 -1.134 0.262
C 0.420 -3.264 -0.157 -0.268
C -3.189 1.309 0.818 -0.239
C -1.695 0.987 0.852 -0.243
C 1.492 -2.243 0.345 -0.256
C -2.297 1.249 -1.230 0.388
N 1.477 1.313 -0.706 -0.573
N -0.348 -2.589 -1.167 -0.404
N 2.766 0.169 0.718 -0.531
N -3.457 1.108 -0.603 -0.522
N -1.217 1.112 -0.525 -0.538
N 0.995 -1.030 -0.206 -0.462
H 2.778 3.024 -0.789 0.227
H 4.189 1.670 1.227 0.240
H -0.361 -0.479 -1.603 0.187
H 0.677 -4.180 -0.688 0.239
H -0.240 -3.585 0.659 0.209
H -3.744 0.534 1.360 0.230
H -3.387 2.278 1.248 0.223
H -1.191 1.781 1.364 0.228
H -1.517 0.044 1.315 0.227
H 1.548 -2.377 1.494 0.210
H 2.563 -2.433 0.059 0.201
H -0.199 1.325 -0.734 0.482
H -2.412 1.247 -2.288 0.235
H 3.138 -0.584 1.188 0.428
H -4.343 1.306 -1.008 0.436
```

As for the charge: +1. Its energy above the lowest of the compared OMol25 structures with the same formula, charge and spin is 8.24 kJ/mol. For the total energy, the calculation gives -680.21274 Ha. For the HOMO-LUMO gap, the calculation gives 8.2379 eV. As for the molar mass: 207.26 g/mol. The calculation puts the max |F| at 0.074 hartree/bohr.

---

2.
This record from the Open Molecules 2025 dataset describes a 2-piece molecular cluster, C9H15N6 overall at a distorted geometry. The level of theory is ωB97M-V/def2-TZVPD.

```
30
Properties=species:S:1:pos:R:3:nbo_charge:R:1
C -1.813 -2.931 -0.182 0.309
C -0.516 -0.961 -0.449 0.834
C 1.451 0.410 -1.157 -0.213
C 0.573 1.401 -0.611 -0.140
C -3.380 2.138 -0.500 -0.236
C -3.973 1.892 0.780 -0.257
C 4.403 -1.404 0.246 -0.254
C 4.781 0.015 0.372 -0.249
C -3.066 -1.123 0.542 0.215
N -2.886 -2.429 0.205 -0.407
N -0.703 -2.148 -0.431 -0.442
N 0.137 0.038 -0.708 -0.420
N -2.677 -0.054 0.001 -0.288
N -2.733 1.231 0.431 -0.239
N 3.463 -0.415 0.764 -0.629
H -1.741 -3.963 -0.307 0.214
H 1.538 0.390 -2.296 0.228
H 2.286 0.102 -0.516 0.296
H 0.745 1.684 0.355 0.222
H 0.073 2.067 -1.133 0.221
H -3.689 1.805 -1.387 0.215
H -2.759 3.016 -0.549 0.199
H -3.776 2.546 1.650 0.231
H -4.840 1.367 0.763 0.212
H 4.329 -1.829 -0.681 0.200
H 4.836 -2.117 0.878 0.207
H 5.408 0.310 1.217 0.206
H 4.876 0.647 -0.476 0.198
H -3.743 -1.257 1.401 0.188
H 3.397 -0.430 1.778 0.378
```

As for the charge: +1. Its energy above the lowest of the compared OMol25 structures with the same formula, charge and spin is 753.41 kJ/mol. For the total energy, the calculation gives -679.92892 Ha. For the HOMO-LUMO gap, the calculation gives 8.8411 eV. As for the molar mass: 207.26 g/mol. The calculation puts the max |F| at 0.097 hartree/bohr.

---

Question: What is the formula in the first record?
Answer: C9H15N6

---

Question: molar mass of number 2 (C9H15N6)?
Answer: 207.26 g/mol